The following is a quantum chemistry calculation of a 9-piece molecular cluster, C50H123F12N6O8P2 overall, from the Open Molecules 2025 dataset.

The largest force on an atom comes out at 3.46 eV/Å. For the total energy, the calculation gives -4789.69785 hartree. The calculation puts the HOMO energy at -14.07 eV. The HOMO-LUMO gap is 8.375 eV. As for the net charge: +3. As for the LUMO energy: -5.693 eV.

Each line ends with the Mulliken charge.
Geometry (Å):
C: 5.1738 -2.9879 0.0016  -1.411
C: 4.1280 -2.3122 0.9621  0.526
N: 3.8838 -3.1784 2.2507  1.055
C: 3.3593 -4.6109 1.8169  -1.340
C: 5.1890 -3.2763 3.1367  -0.413
C: 5.0904 -4.1962 4.4168  -1.346
C: 2.6071 -2.5428 2.9181  0.312
C: 2.8566 -1.1082 3.3084  -0.449
O: 4.0480 -0.9238 4.1643  -0.349
C: 4.4483 0.4492 4.3041  -0.736
H: 5.3790 -2.2758 -0.7977  0.115
H: 4.8449 -3.9494 -0.3927  0.421
H: 6.1266 -3.2012 0.4861  0.344
H: 3.1969 -2.2956 0.3957  -0.261
H: 4.5923 -1.3787 1.2801  0.212
H: 4.1428 -5.1029 1.2406  0.370
H: 2.4906 -4.4285 1.1844  0.386
H: 2.9943 -5.1241 2.7066  0.455
H: 5.5928 -2.3091 3.4359  0.401
H: 5.9297 -3.7065 2.4625  0.363
H: 4.3104 -3.9323 5.1309  0.315
H: 6.0265 -4.2908 4.9672  0.435
H: 4.9403 -5.2240 4.0863  0.361
H: 2.4083 -3.0571 3.8583  0.469
H: 1.7312 -2.5381 2.2693  -0.572
H: 1.9926 -0.6804 3.8169  0.989
H: 2.9287 -0.4285 2.4592  -0.576
H: 5.4004 0.5911 4.8154  0.357
H: 3.7988 0.9715 5.0066  0.333
H: 4.5873 1.0569 3.4100  0.158
C: -0.6327 1.3133 -3.5100  -1.931
C: -0.0868 0.0115 -2.8997  2.541
N: 0.2258 -1.1130 -3.9356  0.763
C: 0.9927 -2.1616 -3.0996  -0.503
C: -1.2038 -1.6711 -4.3735  0.195
C: -1.1342 -3.1012 -5.0099  -1.364
C: 1.0836 -0.6522 -5.1467  -0.943
C: 2.5365 -0.1959 -4.6856  0.515
O: 3.3865 -1.4082 -4.5111  -0.383
C: 4.6814 -1.1754 -3.9889  -0.684
H: -1.0744 2.0144 -2.8019  0.079
H: -1.3432 1.1011 -4.3089  0.382
H: 0.1109 1.8067 -4.1359  0.461
H: -0.7922 -0.4196 -2.1893  -1.320
H: 0.8030 0.1761 -2.2920  -0.322
H: 1.4632 -2.8223 -3.8277  0.669
H: 0.2997 -2.7991 -2.5506  -0.294
H: 1.7172 -1.7735 -2.3836  0.220
H: -1.6694 -1.0178 -5.1115  0.284
H: -1.8620 -1.5840 -3.5090  -0.155
H: -0.8649 -3.8599 -4.2750  0.242
H: -0.2902 -3.1666 -5.6966  0.311
H: -2.0800 -3.5289 -5.3424  0.532
H: 0.5098 0.1129 -5.6697  0.544
H: 1.1645 -1.4588 -5.8753  0.462
H: 2.5209 0.4424 -3.8022  -0.785
H: 2.9167 0.3726 -5.5344  0.706
H: 5.4126 -1.9745 -4.1110  0.388
H: 4.6748 -0.8406 -2.9516  0.091
H: 5.2324 -0.3733 -4.4801  0.378
C: 0.8597 9.2026 -0.6746  -1.473
C: 0.4197 7.8383 -1.2144  -0.357
N: -1.0305 7.8556 -1.7844  0.491
C: -2.0900 8.2793 -0.7480  -0.986
C: -1.0795 8.8162 -2.9947  -0.555
C: -0.0924 8.6217 -4.1516  -1.182
C: -1.3518 6.3997 -2.3125  -0.805
C: -1.8556 5.3545 -1.2611  -0.634
O: -1.1992 5.3478 -0.0028  -0.242
C: -1.8056 4.4856 0.9532  -1.149
H: 0.2186 9.5399 0.1399  0.330
H: 0.9032 9.9413 -1.4749  0.359
H: 1.8574 9.0962 -0.2488  0.425
H: 0.4659 7.1723 -0.3528  0.176
H: 1.1201 7.4587 -1.9584  0.493
H: -1.9432 9.3224 -0.4680  0.428
H: -1.9292 7.6723 0.1430  0.346
H: -3.1074 8.0716 -1.0793  0.381
H: -0.9303 9.8199 -2.5964  0.530
H: -2.0827 8.7698 -3.4182  0.520
H: -0.2296 9.4408 -4.8575  0.449
H: -0.3401 7.7025 -4.6824  0.320
H: 0.9724 8.6982 -3.9315  0.269
H: -0.4819 6.0138 -2.8439  0.408
H: -2.0488 6.4542 -3.1487  0.561
H: -1.8272 4.3469 -1.6759  0.042
H: -2.9385 5.4773 -1.2422  0.798
H: -2.7157 4.8731 1.4111  0.565
H: -1.1526 4.3278 1.8115  0.273
H: -1.8396 3.4474 0.6229  0.393
C: -0.6943 -8.6403 0.7418  -1.246
C: -2.0343 -7.8372 0.6987  -0.345
N: -2.0783 -6.7416 -0.3589  0.030
C: -1.0398 -5.6645 -0.0843  -1.049
C: -1.8361 -7.2486 -1.8084  -0.235
C: -2.8727 -8.3319 -2.2980  -1.445
C: -3.5214 -6.0467 -0.1823  -0.954
C: -3.7538 -4.8366 -1.1947  -0.097
O: -3.6613 -5.2201 -2.5125  -0.239
C: -4.2145 -4.2793 -3.4072  -0.585
H: 0.0631 -7.9673 1.1437  0.217
H: -0.3372 -9.0453 -0.2050  0.332
H: -0.7019 -9.5704 1.3100  0.428
H: -2.1405 -7.3742 1.6797  0.399
H: -2.9096 -8.4306 0.4344  0.585
H: -1.1169 -4.8976 -0.8550  0.013
H: -0.0403 -6.0992 -0.0926  0.573
H: -1.3393 -5.3179 0.9048  0.345
H: -0.8045 -7.5940 -1.7408  0.635
H: -1.7041 -6.3483 -2.4086  0.227
H: -3.9133 -8.0839 -2.0890  0.320
H: -2.8107 -9.3359 -1.8782  0.339
H: -2.8782 -8.3786 -3.3870  0.427
H: -3.5888 -5.5486 0.7849  0.452
H: -4.2486 -6.8587 -0.1855  0.563
H: -3.1157 -3.9744 -1.0009  -0.151
H: -4.7560 -4.4440 -1.0231  0.639
H: -5.2266 -4.0311 -3.0874  0.375
H: -4.3931 -4.8622 -4.3107  0.395
H: -3.6870 -3.4021 -3.7817  -0.120
C: -2.4831 -1.1213 5.0207  -1.334
C: -3.3657 0.1871 4.8438  -0.432
N: -3.6731 0.6349 3.3891  1.050
C: -2.3502 1.1361 2.7354  -1.049
C: -4.1234 -0.5432 2.4707  -0.328
C: -5.4588 -1.2945 3.0303  -1.496
C: -4.7192 1.7738 3.3916  -0.782
C: -4.4208 3.1140 4.1677  -1.124
O: -3.3578 3.7666 3.5413  0.022
C: -3.0670 4.9872 4.2313  -0.865
H: -2.3188 -1.2208 6.0936  0.516
H: -1.4887 -1.1178 4.5743  0.199
H: -2.9074 -2.0535 4.6478  0.136
H: -2.8386 0.9582 5.4057  0.431
H: -4.3726 0.0245 5.2282  0.502
H: -1.5694 0.3779 2.6741  -0.097
H: -1.9988 1.9323 3.3917  0.614
H: -2.6774 1.5490 1.7812  0.386
H: -3.3679 -1.3049 2.6634  0.145
H: -4.2116 -0.2130 1.4356  0.485
H: -5.2554 -1.7379 4.0050  0.303
H: -5.6401 -2.0671 2.2831  0.484
H: -6.3186 -0.6273 3.0925  0.374
H: -5.6883 1.3730 3.6887  0.503
H: -4.9786 2.0814 2.3786  0.433
H: -4.3374 2.9085 5.2349  0.491
H: -5.2602 3.7995 4.0517  0.578
H: -2.5777 4.7072 5.1642  0.322
H: -3.9397 5.5887 4.4857  0.380
H: -2.4134 5.5990 3.6096  0.202
C: 1.7461 3.0490 1.9072  0.155
C: 2.7578 3.8778 1.0333  -0.838
N: 2.6987 3.5517 -0.4901  1.420
C: 1.3403 4.0590 -1.1649  0.215
C: 3.8420 4.3660 -1.2036  -0.410
C: 3.9687 5.8206 -0.6536  -1.171
C: 2.8262 2.1320 -1.0023  -0.218
C: 4.0519 1.3086 -0.6147  -0.667
O: 5.1929 1.5568 -1.4847  -0.509
C: 6.4083 0.9286 -1.1363  -0.715
H: 0.7352 2.9999 1.5024  -0.497
H: 1.6283 3.3642 2.9440  0.644
H: 2.0619 2.0063 1.9405  -0.617
H: 3.7857 3.7464 1.3714  0.596
H: 2.5156 4.9317 1.1700  0.538
H: 1.1783 5.1361 -1.1235  -0.597
H: 0.5982 3.5466 -0.5526  -0.150
H: 1.2596 3.7584 -2.2095  0.286
H: 3.6211 4.2450 -2.2641  0.428
H: 4.7987 3.8587 -1.0796  0.371
H: 4.6984 6.4022 -1.2171  0.481
H: 4.2950 5.7767 0.3855  0.331
H: 2.9880 6.2776 -0.7850  0.127
H: 2.7059 2.2015 -2.0834  0.426
H: 1.8962 1.6957 -0.6378  -0.314
H: 3.8700 0.2457 -0.7735  0.233
H: 4.3666 1.4228 0.4226  0.270
H: 6.6584 1.3273 -0.1531  0.378
H: 7.2198 1.1451 -1.8310  0.311
H: 6.3379 -0.1458 -0.9667  0.165
P: -4.5163 -0.7186 -2.2492  1.489
F: -5.6513 0.1911 -2.9461  -0.390
F: -4.8452 0.0139 -0.8361  -0.353
F: -5.6470 -1.8001 -2.0174  -0.400
F: -3.3561 -1.6859 -1.6024  -0.563
F: -4.1033 -1.2889 -3.7800  -0.413
F: -3.4575 0.4242 -2.5555  -0.302
P: -0.5405 -4.7923 4.0660  1.318
F: 0.1453 -4.5897 2.6048  -0.236
F: -0.9434 -6.3325 3.5318  -0.420
F: 0.9158 -5.2479 4.7229  -0.414
F: -1.2136 -5.0326 5.5617  -0.363
F: -0.0155 -3.3314 4.3614  -0.345
F: -1.9285 -4.1328 3.4373  -0.275
C: -0.9711 -1.4876 0.4387  1.945
C: -0.0596 -0.3127 0.4224  -0.813
O: 1.1567 -0.7034 0.5079  -0.274
O: -0.4534 0.8683 0.4619  -0.227
H: -0.5877 -2.4235 0.8451  -0.136
H: -1.1048 -1.8022 -0.5963  -1.039
H: -1.9821 -1.3046 0.8026  -0.519

Force components x, y, z for each atom (eV/Å):
C -0.3 0.2 0.9
C 1.8 -2.5 -0.1
N -1.5 -0.1 -0.5
C 0.5 1.7 0.3
C 0.0 -1.0 0.7
C -0.4 -0.2 -1.3
C 1.8 0.7 1.4
C 1.0 1.8 0.5
O -0.4 0.5 -1.0
C -0.2 0.1 1.1
H -0.1 -0.2 -0.2
H -0.2 0.3 -0.3
H 0.0 0.3 0.1
H -0.2 0.7 0.6
H -0.7 0.1 0.1
H -0.1 -0.2 0.5
H 0.1 0.1 0.0
H 0.4 -0.1 -0.1
H -0.8 0.1 -0.4
H -0.2 -0.2 0.0
H 0.0 0.2 -0.2
H 0.2 0.7 -0.2
H -0.4 -0.1 0.0
H 0.0 -0.6 -0.4
H 0.3 -0.4 -0.3
H -0.3 -0.5 0.4
H 0.3 -0.2 -0.4
H 0.3 -1.1 0.0
H -0.6 0.1 -0.3
H -0.5 -0.4 -0.6
C 0.4 -0.7 -1.2
C -0.1 0.5 -0.3
N -0.6 0.1 1.0
C -0.7 -0.9 -1.2
C 0.4 -1.0 -0.7
C 0.9 0.2 1.6
C 0.6 -0.1 1.7
C -0.2 -1.9 -1.1
O -1.0 1.1 -0.2
C 0.8 1.3 0.0
H 0.1 -0.4 0.1
H -0.7 -0.2 0.5
H 0.6 0.3 0.5
H -0.2 0.0 -0.3
H 0.2 0.0 -0.3
H 0.3 0.1 0.2
H -0.4 0.5 0.0
H -0.2 0.5 -0.4
H 0.6 0.4 0.0
H 0.3 -0.3 0.1
H 0.1 0.2 0.5
H -0.5 0.1 -0.7
H 0.0 0.8 -0.7
H 0.2 0.3 0.4
H 0.1 -0.3 0.4
H 0.0 -0.2 0.2
H 0.3 0.1 0.1
H -0.9 -0.8 0.0
H -0.3 -0.3 0.4
H -0.4 0.5 -0.5
C -0.1 -0.2 -0.5
C -0.5 0.7 1.0
N 0.1 -1.3 -1.0
C 1.0 -0.5 0.2
C 0.3 0.6 0.0
C -0.2 -0.3 0.1
C 0.7 -0.1 0.7
C -0.6 0.2 -0.4
O -0.1 0.7 -0.4
C 0.5 -0.6 0.8
H 0.0 0.1 -0.1
H 0.1 0.1 0.2
H 0.0 0.0 -0.1
H -0.6 -0.4 -0.2
H -0.4 0.1 -0.3
H -0.1 -0.1 -0.4
H 0.2 0.0 -0.1
H 0.3 0.2 -0.5
H -0.2 -0.1 0.2
H -0.1 -0.1 0.3
H -0.4 0.0 0.0
H 0.4 0.0 -0.1
H -0.1 -0.3 0.4
H 0.6 0.4 0.5
H -0.6 0.3 0.5
H 0.6 -0.1 -0.5
H -0.3 0.4 1.0
H -0.3 -0.1 -0.7
H 0.5 0.8 0.0
H -0.8 0.0 -0.7
C -0.2 0.4 -0.6
C 0.9 -0.9 -0.6
N -0.9 1.4 -0.3
C -1.0 -0.8 0.3
C -0.3 -0.8 1.0
C 0.0 1.0 0.1
C 1.3 1.1 -1.4
C -0.3 -0.9 1.2
O 0.9 -0.1 -0.7
C -1.5 -1.1 -1.6
H 0.1 -0.3 0.1
H -0.2 0.5 -0.4
H -0.6 0.4 0.6
H -0.3 0.2 -0.2
H 0.2 -0.3 0.4
H -0.1 0.0 0.2
H -0.2 0.0 0.1
H 0.7 0.4 -0.1
H -0.2 -0.7 0.0
H -1.0 -0.2 -0.1
H 0.1 0.7 0.2
H 0.8 0.1 0.0
H 0.4 -0.1 0.0
H 0.5 -0.4 0.3
H 0.0 0.2 -0.5
H 0.4 -0.1 0.4
H -0.4 -0.1 0.4
H 0.1 0.5 0.2
H 0.0 -0.1 -0.2
H 0.5 0.0 1.1
C -0.6 0.6 -0.4
C 0.1 -1.7 -0.8
N 1.3 0.5 -0.5
C -1.3 0.6 0.9
C -1.8 -1.0 2.8
C 1.7 1.4 -1.0
C -0.3 0.7 0.0
C -0.7 -1.6 -0.9
O 0.6 0.8 0.3
C 0.4 -0.4 0.2
H -0.1 -0.1 0.0
H 0.0 0.6 -0.1
H -0.4 0.2 0.2
H -0.4 0.4 -0.5
H 0.2 0.0 0.5
H -0.6 -0.2 -0.2
H 0.0 0.0 -0.2
H 0.6 -0.3 0.0
H 0.3 0.3 -0.7
H 0.1 0.1 0.2
H 0.0 0.0 -0.1
H -0.2 0.0 0.2
H 0.0 -0.1 -0.1
H 0.3 -0.3 0.7
H 0.8 -0.3 -0.4
H 0.6 0.2 0.2
H -0.7 -0.5 0.1
H 0.2 0.3 0.1
H -0.3 -0.2 -0.2
H 0.1 -0.2 0.1
C 0.6 -0.6 -1.0
C -1.6 -1.0 0.5
N 0.6 2.5 -1.9
C 0.7 -0.8 1.6
C 0.2 0.4 0.8
C -0.4 -1.2 -0.9
C -0.5 -0.3 0.9
C 1.5 -0.4 -0.9
O -1.2 0.8 -0.8
C -0.2 0.2 1.6
H 0.1 0.2 -0.3
H 0.5 0.5 -0.1
H 0.0 -0.1 0.0
H 0.0 -0.2 -0.2
H 0.0 -0.1 -0.5
H 0.5 -0.2 0.5
H -0.3 0.1 -0.4
H 0.5 -0.3 0.2
H -0.1 0.5 0.0
H -0.2 -0.3 0.4
H 0.0 -0.2 -0.1
H -0.2 0.3 -0.2
H 0.1 0.4 0.4
H 0.4 0.0 0.0
H 0.2 -0.8 0.3
H -0.8 -0.1 0.3
H -0.2 0.2 0.3
H 0.6 0.1 0.2
H -0.5 0.2 -0.2
H -0.3 -0.3 -0.4
P -1.3 1.1 -1.9
F 0.1 0.2 -0.2
F 0.5 -0.7 0.5
F 0.5 -1.0 0.3
F -0.5 0.4 0.0
F -0.4 -0.5 1.0
F 1.6 0.8 0.4
P 0.2 -1.4 1.0
F 0.5 -0.4 -0.9
F 0.2 1.6 1.0
F -0.9 -1.0 -1.0
F 0.3 0.5 -2.3
F -0.6 2.0 1.0
F 0.4 -0.9 0.6
C -1.6 -1.0 -0.9
C 2.1 -0.9 1.7
O 0.2 0.9 -0.7
O -0.2 0.4 -0.7
H 0.4 0.5 0.7
H -0.3 0.2 -0.4
H 0.1 0.1 0.0